ORCA calculation (ωB97M-V/def2-TZVPD) on a gas-phase ion, C2H4O4P2 (charge -2).

Total energy ... -1062.2216 Ha
Energy above the lowest of the compared OMol25 structures with the same formula, charge and spin ... 230.38 kJ/mol
Molecular weight ... 154.00 g/mol
Total charge ... -2
Highest occupied orbital energy ... 0.73 eV
LUMO ... 0.2512 Eh

XYZ file:
```
12
Properties=species:S:1:pos:R:3:mulliken_charge:R:1
O 1.28196 0.64277 2.55062 -0.555
P 1.19500 -0.17030 1.28277 -0.214
O 0.73498 -1.80971 1.88606 -0.553
C -0.47518 0.26808 0.39909 -0.278
C -1.72182 -0.22145 -0.75534 -0.606
P -0.56109 1.04782 -1.24247 0.519
O -0.82229 2.50238 -1.48875 -0.774
O 1.00291 0.70222 -1.94991 -0.549
H 0.92075 -2.40111 1.12291 0.274
H -1.25175 0.85072 0.95942 0.327
H -1.41848 -1.24089 -1.09289 0.091
H 1.11502 -0.17053 -1.67151 0.319
```


ORCA calculation (ωB97M-V/def2-TZVPD) on a molecular structure, C7H8N4OS.

Total energy ... -963.7534 Ha
Energy above the lowest of the compared OMol25 structures with the same formula, charge and spin ... 634.39 kJ/mol
Molecular weight ... 196.24 g/mol
Highest occupied orbital energy ... -8.23 eV
LUMO ... 0.0204 Eh

XYZ file:
```
21
Properties=species:S:1:pos:R:3:mulliken_charge:R:1
C 3.06588 0.68491 0.95119 -0.516
C 2.09426 0.57994 1.85850 -0.537
C 2.84222 0.35054 -0.41859 -0.573
C 0.79392 0.14632 1.44488 -0.521
C 1.60232 0.03161 -0.86244 -0.508
C 0.55178 -0.08128 0.08051 0.685
C -2.03441 -0.31517 0.28445 -0.402
N -1.98774 0.19193 -2.18161 -0.824
N -0.88300 -0.41244 -1.78611 0.076
N -0.75534 -0.41633 -0.31601 0.068
N -2.80773 0.46002 -1.33154 0.963
O -3.84466 1.01516 -1.16045 -0.672
S -2.84213 -1.92488 0.37643 -0.190
H 3.88237 1.18223 1.35643 0.396
H 2.48849 0.69384 2.82395 0.377
H 3.54605 0.34609 -1.17315 0.416
H -0.08736 0.26598 2.02941 0.314
H 1.48654 -0.33663 -1.81238 0.462
H -2.35978 0.36743 0.95676 0.540
H -0.76488 -1.32754 -2.23165 0.281
H -3.98681 -1.50174 1.11140 0.165
```


ORCA calculation (ωB97M-V/def2-TZVPD) on a molecular structure, C22H17Cl2CoF9GeO.

Total energy ... -6202.4835 Ha
Energy above the lowest of the compared OMol25 structures with the same formula, charge and spin ... 7.16 kJ/mol
Molecular weight ... 670.81 g/mol
Total charge ... +1
Highest occupied orbital energy (alpha / beta) ... -11.04 / -11.01 eV
Multiplicity ... 3
LUMO (alpha / beta) ... -0.0939 / -0.0950 Eh

XYZ file:
```
53
Properties=species:S:1:pos:R:3:mulliken_charge:R:1
Co 0.27231 -1.38850 1.62393 0.142
Cl 2.27054 -2.45753 0.65568 -0.002
C 2.48736 -3.31387 2.19887 -0.378
Cl 1.46670 -2.51207 3.42065 -0.048
H 3.52571 -3.24787 2.50721 0.391
H 2.14631 -4.33862 2.08295 0.330
F -0.69902 -3.45494 1.26501 -0.243
C -1.45768 -3.57423 0.13974 0.383
F -2.33897 -4.52360 0.38402 -0.229
F -0.63648 -3.96357 -0.82640 -0.257
C -2.09259 -2.20141 -0.22970 0.912
O -1.05925 -1.28886 -0.20445 0.546
C -3.18769 -1.82716 0.79402 0.314
F -3.61006 -0.58245 0.56993 -0.168
F -4.22758 -2.64203 0.72416 -0.254
F -2.69044 -1.85997 2.03991 -0.261
C -2.71131 -2.34034 -1.65856 0.321
F -3.14472 -3.57468 -1.88209 -0.261
F -1.78319 -2.03897 -2.56475 -0.209
F -3.73644 -1.50768 -1.81872 -0.251
C -2.40024 1.27477 -1.69812 -1.151
Ge -0.96095 0.58448 -0.61296 0.344
C -0.84204 1.18517 1.23341 0.970
C -1.88427 1.74806 1.96110 -0.223
C -1.74769 1.97242 3.32569 -0.689
C -0.58128 1.62130 3.98698 -0.670
C 0.47427 1.06508 3.27937 -0.298
C 0.34550 0.85375 1.90664 -1.123
C 0.78877 0.55167 -1.45311 0.768
C 1.26770 -0.60661 -2.01572 -0.748
C 2.53762 -0.64941 -2.63266 -1.118
C 3.31009 0.47354 -2.67609 -0.799
C 2.84717 1.69512 -2.13131 0.868
C 3.62860 2.87366 -2.20546 -0.888
C 3.16435 4.05196 -1.69881 -0.600
C 1.89008 4.10507 -1.09569 -1.055
C 1.11844 2.98286 -1.01096 -0.572
C 1.57176 1.74209 -1.52072 0.497
H -2.07864 2.26837 -2.01274 0.517
H -3.34365 1.35310 -1.16626 0.386
H -2.52656 0.66964 -2.59117 0.431
H -2.81368 2.00933 1.47452 0.429
H -2.56353 2.41696 3.87851 0.447
H -0.48883 1.79454 5.04918 0.433
H 1.39860 0.81623 3.78187 0.551
H 1.22652 0.54031 1.32773 0.575
H 0.67020 -1.50602 -1.99306 0.534
H 2.88718 -1.57213 -3.07256 0.489
H 4.28439 0.45234 -3.14565 0.421
H 4.59885 2.82382 -2.68201 0.415
H 3.76275 4.94754 -1.76490 0.409
H 1.52303 5.04286 -0.70289 0.433
H 0.14197 3.05646 -0.54353 0.240
```


ORCA calculation (ωB97M-V/def2-TZVPD) on C26H28N2O4S in the gas phase.

Total energy ... -1816.2480 Ha
Energy above the lowest of the compared OMol25 structures with the same formula, charge and spin ... 38.39 kJ/mol
Molecular weight ... 464.59 g/mol
Highest occupied orbital energy ... -7.88 eV
LUMO ... 0.0148 Eh

XYZ file:
```
61
Properties=species:S:1:pos:R:3:mulliken_charge:R:1
C -4.69754 -3.78659 -1.60070 -0.950
O -4.06630 -3.39501 -0.40729 -0.414
C -2.79589 -2.91796 -0.47322 0.981
C -2.05793 -2.76198 -1.63308 -0.507
C -0.77046 -2.24186 -1.59000 -0.775
C -0.19812 -1.88602 -0.38310 -1.183
C 1.19671 -1.29876 -0.32842 -1.102
N 1.36829 -0.33959 0.74684 0.630
C 2.43755 -0.61220 1.68510 -1.781
C 3.78577 -0.50703 1.02803 1.052
C 4.13202 0.66328 0.35778 -0.349
C 5.35686 0.78106 -0.26526 -0.973
C 6.25970 -0.28025 -0.22642 0.427
C 7.58240 -0.20244 -0.87850 0.501
O 8.39773 -1.09224 -0.88779 -0.596
O 7.81390 0.97520 -1.48290 -0.449
C 5.91866 -1.45165 0.44623 -0.801
C 4.68986 -1.56245 1.06504 -0.457
C 0.64218 0.80705 0.82634 0.340
S 0.87052 1.88467 2.06775 -0.394
N -0.28502 0.99023 -0.14865 0.153
C -1.27516 1.98092 -0.23375 0.832
C -2.52782 1.58492 -0.69845 -0.853
C -3.55126 2.50569 -0.83806 0.344
C -4.89591 2.08147 -1.34755 -1.603
C -3.30693 3.83505 -0.51189 -0.744
C -2.06206 4.24688 -0.06345 0.511
C -1.79279 5.68317 0.26715 -1.462
C -1.04107 3.31343 0.06611 -0.505
C -0.92715 -2.05861 0.79403 0.515
C -2.21725 -2.55452 0.76718 0.768
O -3.00743 -2.72746 1.85543 -0.475
C -2.51504 -2.32573 3.11117 -0.893
H -4.80428 -2.94702 -2.29605 0.352
H -5.68555 -4.13731 -1.30757 0.247
H -4.15691 -4.60055 -2.09500 0.363
H -2.47678 -3.03155 -2.58894 0.414
H -0.21913 -2.11515 -2.50997 0.399
H 1.44524 -0.84133 -1.29579 0.144
H 1.92055 -2.10062 -0.15839 0.506
H 2.35588 0.13396 2.48444 0.624
H 2.29584 -1.60921 2.11520 0.349
H 3.43288 1.48602 0.33921 0.475
H 5.62550 1.68951 -0.78078 0.431
H 8.69647 0.96542 -1.88441 0.353
H 6.63118 -2.26214 0.46848 0.423
H 4.43088 -2.47269 1.58728 0.385
H -0.52138 0.16441 -0.68581 -0.084
H -2.69943 0.54309 -0.93873 0.404
H -4.96790 2.27741 -2.41806 0.310
H -5.05542 1.01820 -1.18451 0.341
H -5.68867 2.63718 -0.85188 0.389
H -4.10411 4.55787 -0.61291 0.357
H -1.28600 5.76160 1.22678 0.344
H -2.71615 6.25539 0.30685 0.370
H -1.14449 6.12638 -0.48876 0.315
H -0.07020 3.62984 0.40810 0.608
H -0.47419 -1.77522 1.73032 0.439
H -3.32346 -2.51325 3.81552 0.235
H -2.26393 -1.26018 3.12397 0.373
H -1.63743 -2.91070 3.40572 0.343
```


ORCA calculation (ωB97M-V/def2-TZVPD) on a molecular structure, C51H41BF3N2O5SbZn.

Total energy ... -4797.8071 Ha
Energy above the lowest of the compared OMol25 structures with the same formula, charge and spin ... 326.77 kJ/mol
Molecular weight ... 1016.85 g/mol
Total charge ... -2
Highest occupied orbital energy (alpha / beta) ... -0.69 / 0.55 eV
LUMO (alpha / beta) ... 0.1332 / 0.1048 Eh

XYZ file:
```
105
Properties=species:S:1:pos:R:3:mulliken_charge:R:1
Zn 1.71142 -0.38439 0.69038 -1.387
O 2.88776 4.24970 -1.25545 -0.738
C 3.41784 3.45849 -2.19834 0.284
C 3.82480 4.03184 -3.40158 -0.622
C 4.36959 3.25818 -4.40753 -0.253
C 4.52527 1.89225 -4.23376 -0.703
C 4.13653 1.31357 -3.04201 -0.515
C 3.57979 2.07271 -2.01788 0.480
C 3.14738 1.38461 -0.78115 0.793
O 3.24089 0.12485 -0.70656 -0.828
N 2.68564 2.17293 0.18180 -1.053
N 2.27211 1.46489 1.26379 0.732
C 1.88936 2.06004 2.34234 -0.435
C 1.58758 1.32952 3.53533 0.207
C 1.04233 2.01415 4.63309 -0.947
C 0.71025 1.35824 5.81565 -0.680
C 0.95475 0.02810 5.98332 -0.807
C 1.57259 -0.80804 4.93420 3.841
C 1.83531 -0.06706 3.63265 -0.504
O 2.26421 -0.80335 2.69871 -1.021
H 2.65712 3.62814 -0.48844 0.609
H 3.70221 5.09793 -3.52365 0.411
H 4.67225 3.73146 -5.33298 0.455
H 4.95226 1.28611 -5.02115 0.381
H 4.25752 0.25508 -2.85932 0.443
H 1.84176 3.15432 2.37663 0.270
H 0.85353 3.07505 4.53608 0.322
H 0.24537 1.93201 6.60974 0.367
H 0.72380 -0.46958 6.91505 0.498
H 3.18797 -2.12976 4.57620 0.484
F -7.29829 -2.29476 -1.18032 -0.302
C -6.61052 -1.16965 -1.51932 0.931
F -6.75382 -1.13359 -2.89744 -0.306
F -7.38615 -0.14511 -1.09881 -0.307
C -5.22122 -1.13198 -1.06031 0.227
C -4.40792 -2.27850 -1.18435 -0.808
C -3.07867 -2.22797 -0.90014 -0.586
C -2.44543 -0.99879 -0.51307 0.426
C -3.31451 0.12672 -0.29548 -1.433
C -4.64197 0.06124 -0.58293 -0.267
C -1.10317 -0.86034 -0.41128 0.431
C 0.12333 -0.56638 -0.65776 1.449
H -4.86034 -3.20132 -1.52525 0.337
H -2.46246 -3.10980 -0.99815 0.447
H -2.87259 1.04817 0.05398 0.425
H -5.27279 0.93114 -0.45138 0.408
C 0.46438 1.92106 -8.39851 -1.841
C 1.74680 1.85240 -7.55797 2.150
C 2.55956 0.62637 -7.99001 -1.888
C 2.60611 3.09375 -7.83430 -1.658
C 1.38259 1.78958 -6.07898 0.902
C 1.11684 2.96681 -5.38518 -0.314
C 0.81628 2.99277 -4.03278 -1.636
C 0.77065 1.78612 -3.37353 0.736
O 0.50203 1.51493 -2.08244 -0.660
B 0.54642 0.12333 -1.96387 0.343
O 0.86573 -0.44686 -3.19767 -0.895
C 1.00069 0.58726 -4.05957 0.599
C 1.30794 0.57206 -5.40346 -1.160
H 0.71408 1.98830 -9.45709 0.459
H -0.13097 2.78939 -8.12431 0.363
H -0.13797 1.02982 -8.23865 0.375
H 2.95078 0.77677 -8.99573 0.455
H 1.94897 -0.27190 -8.00586 0.336
H 3.39402 0.47658 -7.30986 0.348
H 3.05806 3.02750 -8.82253 0.468
H 3.39185 3.15888 -7.08763 0.212
H 2.01667 4.00544 -7.79757 0.382
H 1.15397 3.91094 -5.90278 0.258
H 0.64133 3.91711 -3.50783 0.445
H 1.47430 -0.36628 -5.90355 0.367
C -4.38972 1.18137 4.88317 -0.508
C -3.36505 0.76978 5.71956 -0.698
C -2.34423 -0.03087 5.23389 -0.254
C -2.33202 -0.42689 3.90752 -0.273
C -3.37851 -0.03737 3.08457 0.001
C -4.40128 0.75981 3.56364 -0.627
Sb -0.65543 -1.43975 2.92707 0.829
C -1.76008 -3.31920 2.85348 0.160
C -1.33660 -4.24692 1.91340 -0.625
C -1.98549 -5.45929 1.76604 -0.630
C -3.07664 -5.75751 2.56439 -0.410
C -3.52060 -4.82983 3.49148 -0.725
C -2.86789 -3.61679 3.62993 -0.101
C 0.54873 -1.87261 4.66228 -0.205
C 0.35793 -3.01524 5.39603 -0.676
C 1.03759 -3.51925 6.50924 -0.595
C 2.16475 -2.99156 7.15883 -0.517
C 3.01233 -2.02940 6.70683 -0.754
C 2.96702 -1.41420 5.37013 -0.884
H -5.17809 1.82438 5.25874 0.337
H -3.35603 1.08263 6.75628 0.393
H -1.53709 -0.34675 5.88267 0.453
H -3.39037 -0.36203 2.05347 0.224
H -5.19984 1.06461 2.90013 0.475
H -0.48616 -4.00687 1.28520 0.410
H -1.64405 -6.17532 1.02932 0.366
H -3.58264 -6.70923 2.46432 0.339
H -4.37922 -5.05500 4.11210 0.371
H -3.21938 -2.88637 4.34687 0.445
H -0.46785 -3.64213 5.05958 0.158
H 0.61448 -4.41999 6.94940 0.308
H 2.39221 -3.41712 8.13718 0.227
H 3.75537 -1.63449 7.39063 0.266
H 3.70005 -0.60384 5.31112 0.422
```


ORCA calculation (ωB97M-V/def2-TZVPD) on C3H4N2O3 in the gas phase.

Total energy ... -451.7278 Ha
Energy above the lowest of the compared OMol25 structures with the same formula, charge and spin ... 661.57 kJ/mol
Molecular weight ... 116.08 g/mol
Highest occupied orbital energy ... -10.32 eV
LUMO ... -0.0397 Eh

XYZ file:
```
12
Properties=species:S:1:pos:R:3:mulliken_charge:R:1
O -3.23291 0.05766 -0.39445 -0.496
C -1.93330 -0.03527 0.21585 0.198
N -1.01851 -1.13037 0.02595 -0.361
C 0.25025 -0.93618 0.23976 0.096
N 0.85730 0.29074 0.34276 0.190
O 0.03664 1.39903 -0.19544 -0.467
C 2.08647 0.34177 -0.05443 0.110
O 2.86386 -0.51694 -0.31033 -0.464
H -1.62927 0.58536 1.25039 0.172
H 1.05071 -1.75691 0.10400 0.366
H -0.53175 1.84748 0.75842 0.398
H 2.47754 1.46160 0.10084 0.258
```